(1)
{"formula": "C41H55GeN4Se2Sr", "method": "ωB97M-V/def2-TZVPD", "species": ["Sr", "C", "N", "C", "C", "C", "C", "C", "C", "N", "C", "C", "C", "C", "C", "C", "N", "C", "C", "C", "C", "C", "N", "H", "H", "H", "H", "H", "H", "H", "H", "H", "H", "H", "H", "H", "H", "H", "H", "H", "H", "C", "C", "C", "C", "C", "C", "C", "C", "C", "C", "C", "C", "H", "H", "H", "H", "H", "H", "H", "H", "H", "H", "H", "H", "H", "H", "H", "H", "H", "H", "C", "Ge", "C", "C", "C", "Se", "C", "H", "H", "H", "H", "H", "H", "H", "H", "H", "H", "H", "H", "H", "H", "Se", "C", "C", "C", "C", "C", "C", "H", "H", "H", "H", "H"], "positions_angstrom": [[-0.25853, 0.36179, -0.83587], [-2.31311, -1.98140, -2.32566], [-1.71018, -0.69759, -2.69506], [-0.82481, -0.87508, -3.85526], [0.39945, -1.68834, -3.52128], [0.95679, -2.51813, -4.48368], [2.11162, -3.21754, -4.18454], [2.67097, -3.07038, -2.92657], [2.04560, -2.22957, -2.02707], [0.93032, -1.55017, -2.30044], [-2.70793, 0.34647, -2.96953], [-3.46845, 0.80537, -1.74819], [-4.85228, 0.89025, -1.77618], [-5.52771, 1.32595, -0.64622], [-4.79883, 1.65334, 0.48364], [-3.41854, 1.55079, 0.42713], [-2.76418, 1.15195, -0.66207], [-2.81414, -2.08755, -0.90617], [-4.04424, -2.67652, -0.64820], [-4.43671, -2.87146, 0.66652], [-3.58408, -2.47373, 1.68186], [-2.38085, -1.88507, 1.33215], [-1.99594, -1.68563, 0.07272], [-1.54261, -2.74790, -2.43880], [-3.12056, -2.23869, -3.02494], [-0.50387, 0.11903, -4.18379], [-1.36640, -1.35599, -4.68097], [0.48973, -2.60114, -5.45597], [2.56981, -3.86413, -4.92107], [3.57675, -3.58847, -2.64498], [2.46243, -2.08390, -1.03960], [-3.42608, -0.00148, -3.72399], [-2.16394, 1.20098, -3.38480], [-5.39098, 0.61201, -2.67200], [-6.60693, 1.40322, -0.64913], [-5.28045, 1.98963, 1.39099], [-2.81201, 1.81932, 1.28565], [-4.67961, -2.98009, -1.46928], [-5.39040, -3.32957, 0.89290], [-3.83925, -2.61063, 2.72304], [-1.68813, -1.56042, 2.10162], [-2.60246, 3.02504, 3.61635], [-1.42933, 3.30204, 2.70461], [-1.57815, 4.04048, 1.52791], [-2.89050, 4.69065, 1.15828], [-0.47080, 4.25982, 0.69535], [-0.64449, 5.06779, -0.56602], [0.78947, 3.77589, 1.05987], [2.00159, 4.14943, 0.23920], [0.93899, 3.03173, 2.24218], [2.30781, 2.50351, 2.60447], [-0.16275, 2.82575, 3.07959], [-0.01698, 2.20090, 4.44843], [-2.65198, 3.73653, 4.44532], [-2.53133, 2.03212, 4.06182], [-3.55477, 3.07537, 3.09381], [-2.72802, 5.72693, 0.86165], [-3.59919, 4.70580, 1.98076], [-3.37201, 4.19767, 0.30850], [-0.60643, 6.14141, -0.35538], [-1.60783, 4.86885, -1.03487], [0.12166, 4.83980, -1.30078], [2.15006, 3.48045, -0.61074], [2.90741, 4.15733, 0.84093], [1.88940, 5.14866, -0.17732], [2.91239, 3.26021, 3.11230], [2.85989, 2.19478, 1.71729], [2.25266, 1.63955, 3.26110], [-0.52651, 1.23775, 4.53846], [-0.46519, 2.84958, 5.20302], [1.02039, 2.05543, 4.73464], [2.11856, -4.88760, 0.29457], [2.82031, -4.17973, 1.97467], [1.54427, -4.50695, 3.41573], [4.57527, -4.92509, 2.38162], [3.01586, -2.22127, 1.73755], [1.29171, -1.32518, 1.52094], [0.96418, -0.86374, 3.37131], [1.87561, -5.94539, 0.39812], [2.84835, -4.78885, -0.50957], [1.20921, -4.35774, 0.00436], [1.38645, -5.57817, 3.54197], [0.58086, -4.05397, 3.17719], [1.90090, -4.10576, 4.36486], [4.51550, -6.00870, 2.48349], [4.96556, -4.51872, 3.31477], [5.28715, -4.69922, 1.58730], [3.60302, -1.98964, 0.84893], [3.51808, -1.73197, 2.57247], [0.72128, -1.75190, 3.94761], [0.12788, -0.16829, 3.38457], [1.83692, -0.37035, 3.79079], [0.53130, 2.42416, -2.84921], [2.18270, 1.49104, -3.10141], [3.06863, 1.28535, -2.03990], [4.26351, 0.60121, -2.22283], [4.60001, 0.10079, -3.47140], [3.72810, 0.29765, -4.53533], [2.53564, 0.98308, -4.35378], [2.83950, 1.69328, -1.06007], [4.94017, 0.47340, -1.38584], [5.53590, -0.42276, -3.61671], [3.98189, -0.07476, -5.52042], [1.87095, 1.14501, -5.19398]], "atomic_forces_ev_per_a": [[0.54, 0.13, 0.41], [-0.03, -0.02, -0.11], [-0.02, 0.03, 0.17], [-0.14, -0.01, 0.00], [-0.02, -0.09, -0.09], [-0.02, 0.03, 0.02], [0.05, -0.01, 0.01], [0.02, 0.01, -0.04], [0.00, 0.07, 0.01], [-0.06, 0.05, -0.13], [-0.02, -0.05, -0.14], [-0.20, 0.01, 0.00], [0.02, -0.01, 0.01], [0.00, 0.01, 0.01], [0.00, -0.04, -0.03], [-0.10, -0.03, 0.03], [0.06, -0.15, -0.15], [-0.08, -0.04, 0.01], [0.03, 0.01, 0.07], [-0.01, 0.00, -0.03], [0.02, 0.01, 0.01], [0.01, 0.05, 0.02], [0.06, 0.10, -0.18], [0.00, 0.00, -0.01], [-0.02, 0.00, 0.03], [0.01, -0.01, 0.02], [0.03, 0.03, -0.04], [-0.01, -0.01, 0.00], [-0.01, -0.01, 0.00], [0.00, 0.01, -0.01], [0.01, 0.01, 0.03], [0.00, 0.05, -0.03], [-0.02, 0.00, 0.01], [0.00, 0.00, 0.00], [0.00, -0.01, 0.00], [-0.01, 0.00, 0.00], [-0.01, -0.08, -0.10], [-0.01, 0.00, 0.00], [0.00, 0.00, 0.00], [-0.01, 0.00, 0.00], [0.01, -0.01, 0.00], [-0.01, 0.00, 0.04], [0.03, 0.03, 0.04], [0.04, 0.07, 0.00], [0.00, 0.03, -0.04], [-0.03, -0.02, -0.01], [0.01, 0.02, -0.01], [0.02, 0.01, 0.01], [0.02, 0.09, 0.03], [-0.02, -0.07, -0.06], [0.05, -0.01, 0.03], [-0.03, -0.04, -0.02], [-0.03, 0.06, 0.08], [0.00, 0.01, -0.01], [0.00, 0.00, 0.00], [-0.01, 0.01, 0.00], [0.01, 0.00, 0.01], [0.00, -0.01, 0.02], [0.02, 0.04, 0.01], [0.00, 0.00, 0.02], [0.00, -0.01, -0.01], [-0.01, -0.01, 0.00], [-0.05, 0.09, 0.03], [0.00, -0.02, -0.01], [0.00, 0.01, 0.02], [0.00, 0.01, -0.01], [-0.02, -0.01, 0.00], [0.00, 0.03, -0.03], [-0.02, 0.10, 0.04], [0.01, 0.02, 0.00], [-0.02, 0.00, -0.01], [-0.02, 0.00, -0.01], [-0.01, 0.02, 0.00], [-0.01, 0.01, 0.00], [0.03, 0.01, 0.00], [0.04, 0.05, -0.02], [0.04, -0.08, 0.00], [-0.06, -0.01, 0.02], [0.01, 0.00, 0.02], [0.00, -0.01, 0.02], [0.01, 0.00, 0.01], [0.02, -0.01, -0.01], [-0.01, 0.01, 0.00], [0.00, 0.01, 0.00], [-0.02, 0.00, 0.00], [-0.01, 0.01, 0.00], [-0.01, 0.00, -0.01], [0.02, -0.02, -0.02], [-0.03, -0.02, 0.02], [0.00, -0.04, -0.01], [0.07, -0.10, -0.04], [0.00, -0.02, -0.02], [-0.14, 0.01, -0.03], [-0.02, -0.14, 0.10], [-0.03, -0.04, 0.04], [0.02, -0.04, 0.00], [0.00, -0.01, 0.03], [-0.04, 0.01, 0.00], [0.02, -0.02, 0.00], [0.02, -0.06, -0.04], [0.00, 0.00, 0.00], [0.00, 0.00, -0.01], [0.01, -0.01, 0.00], [0.00, 0.00, 0.00]], "mulliken_charge": [1.300, -0.721, 0.795, -1.196, 0.438, -1.125, -0.952, -0.729, -0.757, 1.708, -1.100, 0.518, -0.723, -0.888, -0.771, -1.275, 1.087, 0.259, -1.043, -0.622, -0.986, -0.198, 0.786, 0.490, 0.262, 0.333, 0.375, 0.538, 0.450, 0.634, -0.001, 0.271, 0.310, 0.499, 0.439, 0.560, 0.796, 0.483, 0.432, 0.504, 0.121, -2.128, 0.664, 1.312, -2.267, 1.686, -2.414, 1.040, -2.545, 1.432, -2.089, 1.042, -2.286, 0.505, 0.334, 0.294, 0.522, 0.403, 0.298, 0.369, 0.338, 0.446, 0.309, 0.498, 0.492, 0.442, 0.189, 0.017, 0.309, 0.457, 0.547, -0.970, 0.491, -1.140, -1.163, -1.339, 0.271, -0.600, 0.461, 0.211, 0.209, 0.416, 0.270, 0.355, 0.377, 0.364, 0.361, 0.491, 0.591, 0.536, -0.620, 0.545, -0.242, 0.041, 0.207, -0.804, -0.510, -0.712, -0.514, 0.145, 0.428, 0.433, 0.429, 0.461], "total_charge": 1, "energy_ev": -237413.640, "relative_energy_kj_mol": 30.8, "e_lumo_ev": -2.394, "multiplicity": 1}

***

(2)
{"formula": "C41H55N11O6S3Zr", "method": "ωB97M-V/def2-TZVPD", "species": ["Zr", "C", "C", "N", "O", "C", "C", "N", "O", "H", "H", "H", "H", "H", "H", "H", "N", "C", "C", "C", "C", "C", "C", "S", "O", "O", "N", "C", "N", "C", "C", "C", "N", "H", "H", "H", "H", "H", "H", "H", "H", "H", "O", "H", "H", "N", "C", "O", "C", "C", "C", "N", "C", "C", "H", "H", "H", "H", "H", "H", "C", "C", "C", "C", "N", "C", "S", "N", "C", "C", "C", "C", "H", "H", "H", "H", "H", "H", "H", "H", "H", "H", "H", "H", "H", "H", "H", "H", "H", "H", "H", "H", "N", "S", "C", "C", "C", "C", "C", "C", "C", "C", "C", "C", "C", "C", "H", "H", "H", "H", "H", "H", "H", "H", "H", "H", "H"], "positions_angstrom": [[0.21263, 0.31330, 0.08585], [5.05955, 3.14157, -0.53058], [3.76590, 2.54253, -0.07479], [2.81747, 3.17831, 0.49495], [2.96345, 4.51748, 0.74666], [3.51940, 1.07823, -0.26500], [4.59001, 0.18592, -0.78179], [2.34864, 0.66289, 0.03080], [2.00432, -0.64584, -0.18273], [4.92393, 4.14217, -0.94586], [5.51196, 2.54794, -1.32045], [5.77751, 3.20044, 0.28971], [3.85688, 4.81102, 0.52046], [5.51423, 0.32274, -0.21924], [4.80151, 0.43575, -1.82325], [4.28042, -0.85444, -0.73859], [-1.87897, 0.76146, -8.33178], [-1.41973, 0.58561, -7.06967], [-0.45666, 1.45086, -6.52720], [-0.01068, 1.27505, -5.23556], [-0.50483, 0.22982, -4.46353], [-1.46646, -0.63696, -4.98766], [-1.91873, -0.46208, -6.27229], [0.02738, 0.01262, -2.84033], [0.29140, -1.38144, -2.56939], [1.11645, 0.94297, -2.52156], [-1.14966, 0.42639, -1.77745], [-1.33813, 1.82541, -1.81062], [-2.11916, 2.42880, -2.68132], [-2.03463, 3.76091, -2.67136], [-1.18064, 4.46561, -1.83328], [-0.45706, 3.73678, -0.90129], [-0.58569, 2.41132, -0.86864], [-1.45129, 1.43190, -8.94384], [-2.48090, 0.07916, -8.75491], [-0.06144, 2.25614, -7.13058], [0.73483, 1.94176, -4.82439], [-1.85113, -1.44757, -4.38396], [-2.66228, -1.13381, -6.67982], [-2.66678, 4.28925, -3.37468], [-1.10185, 5.53990, -1.88909], [0.20402, 4.19329, -0.17539], [-2.12903, 0.46512, 0.82642], [-2.67900, 0.85347, 0.13422], [-2.33881, -0.48994, 0.81439], [1.25887, -2.49290, 7.15240], [1.87991, -1.53914, 6.43128], [2.75394, -0.81433, 6.85980], [1.41747, -1.37182, 5.00519], [0.09076, -1.16172, 4.65848], [-0.20920, -0.86025, 3.33925], [0.71208, -0.76865, 2.38023], [1.98430, -1.02168, 2.71137], [2.37702, -1.31440, 4.00550], [1.55772, -2.64447, 8.10242], [0.62017, -3.14351, 6.73144], [-0.70010, -1.19463, 5.39458], [-1.23608, -0.66011, 3.05359], [2.70473, -0.98377, 1.90880], [3.42112, -1.46991, 4.23551], [1.46773, -6.43805, -2.56181], [2.52191, -5.99550, -1.55627], [2.00354, -5.13281, -0.40648], [1.44182, -3.77272, -0.80099], [0.10675, -3.86100, -1.38317], [-0.97638, -3.19314, -1.01809], [-0.98731, -2.23273, 0.43576], [-2.07201, -3.32827, -1.76213], [-3.39494, -2.77870, -1.48805], [-4.29415, -3.75683, -0.74566], [-4.43282, -5.11943, -1.42515], [-4.90519, -5.04178, -2.86792], [1.83511, -7.24857, -3.18915], [1.19311, -5.63456, -3.25233], [0.56228, -6.79505, -2.06692], [3.31643, -5.45295, -2.07638], [3.00058, -6.87882, -1.12953], [2.82775, -4.94466, 0.28610], [1.24551, -5.67582, 0.16634], [2.08540, -3.26512, -1.52487], [1.35620, -3.12230, 0.06520], [0.03343, -4.40093, -2.23327], [-2.02764, -4.01519, -2.50213], [-3.81867, -2.48771, -2.45130], [-3.24716, -1.86267, -0.92105], [-5.27829, -3.28914, -0.65464], [-3.91249, -3.88432, 0.27063], [-5.13520, -5.72139, -0.84643], [-3.48191, -5.65984, -1.36869], [-5.82751, -4.46564, -2.95476], [-5.09947, -6.03217, -3.27577], [-4.17401, -4.56812, -3.52787], [0.27848, 1.83893, 1.75388], [-0.78930, 2.37892, 2.81718], [0.12201, 2.68389, 4.32381], [1.38626, 2.14939, 4.48971], [2.02389, 2.29630, 5.71638], [1.39577, 2.97188, 6.74848], [0.12640, 3.50731, 6.56642], [-0.52313, 3.36061, 5.35367], [-1.26004, 4.02164, 2.34085], [-2.56221, 4.19940, 1.90168], [-2.95510, 5.45206, 1.44534], [-2.04734, 6.49724, 1.43646], [-0.74289, 6.30897, 1.88433], [-0.34196, 5.06756, 2.34381], [1.03333, 2.50543, 1.57641], [1.86281, 1.61249, 3.68139], [2.99920, 1.85753, 5.86843], [1.89260, 3.07773, 7.70271], [-0.36013, 4.03509, 7.37451], [-1.51388, 3.77375, 5.21460], [-3.26197, 3.37392, 1.92297], [-3.97040, 5.61026, 1.11016], [-2.35675, 7.47480, 1.09189], [-0.04664, 7.13566, 1.88592], [0.66753, 4.91463, 2.70435]], "atomic_forces_ev_per_a": [[-0.55, 0.29, 1.25], [0.09, 0.05, -0.09], [-0.08, 0.02, 0.03], [-0.07, 0.04, 0.15], [-0.10, -0.14, -0.04], [-0.34, 0.26, 0.25], [0.06, -0.10, -0.01], [0.26, -0.25, -0.54], [-0.11, 0.35, -0.02], [-0.04, 0.00, 0.03], [-0.01, -0.03, 0.04], [0.02, 0.03, 0.03], [0.17, 0.05, -0.07], [0.00, -0.01, 0.01], [-0.01, -0.01, -0.03], [-0.01, 0.05, 0.03], [-0.04, 0.02, -0.10], [0.01, -0.02, 0.03], [0.00, -0.05, 0.10], [0.05, 0.10, -0.06], [-0.06, 0.09, -0.07], [0.03, 0.02, -0.02], [0.03, -0.01, 0.10], [0.13, -0.25, 0.13], [-0.09, 0.30, -0.18], [-0.06, -0.28, -0.19], [-0.14, -0.06, -0.32], [0.29, -0.41, 0.18], [0.05, 0.08, 0.04], [0.01, 0.13, 0.01], [0.12, -0.08, 0.16], [-0.42, -0.02, -0.02], [0.39, -0.15, -0.23], [0.01, 0.01, 0.01], [-0.01, -0.01, 0.00], [0.02, 0.03, -0.02], [0.02, 0.01, 0.03], [0.00, -0.03, 0.05], [-0.02, -0.01, -0.02], [-0.03, -0.03, -0.03], [0.01, 0.03, 0.00], [0.01, 0.01, -0.02], [0.34, 0.02, 0.24], [-0.04, 0.02, -0.03], [-0.12, -0.08, -0.13], [-0.10, -0.02, 0.03], [0.04, 0.09, -0.01], [0.01, -0.03, -0.05], [0.04, 0.02, 0.00], [0.03, -0.05, -0.12], [-0.07, 0.04, 0.16], [-0.05, 0.00, -0.26], [-0.07, -0.08, 0.10], [-0.08, 0.08, -0.13], [-0.01, -0.01, 0.00], [0.01, -0.02, 0.02], [-0.02, 0.00, 0.03], [0.01, 0.01, 0.00], [0.02, -0.01, 0.00], [0.03, 0.00, 0.03], [-0.09, -0.01, -0.15], [0.11, 0.03, 0.08], [0.04, 0.01, 0.06], [-0.02, 0.08, -0.02], [-0.32, -0.10, 0.12], [0.04, 0.17, -0.01], [0.31, -0.08, -0.15], [0.11, -0.13, 0.04], [0.07, 0.10, -0.08], [-0.06, 0.04, 0.03], [0.04, -0.03, 0.12], [-0.06, 0.01, -0.15], [0.03, -0.01, 0.01], [0.00, 0.02, -0.01], [-0.02, -0.04, 0.04], [0.00, 0.00, -0.01], [-0.05, -0.01, 0.03], [0.03, -0.01, -0.02], [-0.01, 0.00, -0.02], [0.02, -0.02, 0.01], [0.06, -0.04, 0.02], [0.05, 0.01, -0.01], [-0.02, 0.05, -0.05], [-0.04, -0.07, 0.04], [-0.06, -0.02, -0.01], [-0.03, -0.01, -0.01], [0.02, -0.02, 0.00], [-0.01, 0.02, 0.01], [0.00, 0.02, -0.02], [-0.04, 0.01, 0.03], [0.00, -0.03, 0.02], [0.05, 0.02, -0.01], [0.07, 0.12, -0.41], [0.19, -0.23, -0.03], [-0.10, 0.09, 0.06], [0.03, -0.02, 0.00], [-0.01, -0.04, -0.06], [0.02, 0.01, 0.03], [-0.01, 0.02, 0.01], [0.00, 0.00, -0.03], [0.02, 0.13, 0.06], [-0.02, 0.05, -0.05], [-0.03, -0.08, 0.01], [0.03, 0.09, -0.02], [-0.02, -0.01, 0.00], [-0.01, -0.06, 0.01], [0.09, -0.05, 0.04], [0.00, -0.02, -0.04], [0.04, -0.01, 0.00], [0.01, 0.00, 0.01], [-0.02, 0.01, 0.01], [-0.04, 0.01, -0.02], [-0.03, -0.03, 0.01], [-0.03, 0.00, -0.01], [-0.01, 0.01, -0.01], [0.03, 0.02, 0.00], [0.05, -0.01, 0.02]], "mulliken_charge": [0.299, -2.114, 0.655, 0.274, -0.450, 0.244, -1.967, 1.018, -0.051, 0.627, 0.406, 0.348, 0.338, 0.448, 0.484, 0.203, -0.459, 1.094, -1.003, -0.244, -0.750, -0.581, -0.877, 1.713, -0.481, -0.626, 0.113, -0.017, -0.586, -0.672, -1.082, -0.476, 1.299, 0.201, 0.198, 0.328, 0.535, 0.452, 0.327, 0.481, 0.512, 0.569, -0.652, 0.419, 0.139, -0.341, -0.059, -0.576, 0.371, -0.535, -0.314, 1.138, -0.954, -1.054, 0.275, 0.198, 0.515, 0.227, 0.644, 0.548, -1.054, -0.458, -1.096, 0.198, 0.291, 0.528, -0.561, 0.282, -0.642, -0.636, -0.474, -1.134, 0.384, 0.276, 0.274, 0.296, 0.390, 0.350, 0.334, 0.237, -0.405, 0.044, 0.341, 0.589, -0.297, 0.479, 0.206, 0.400, 0.237, 0.303, 0.372, 0.234, 1.046, 0.265, 0.853, -0.487, -0.591, -0.659, -0.706, -0.704, 0.586, -0.381, -0.793, -0.550, -0.676, -0.389, -0.277, 0.280, 0.410, 0.437, 0.442, 0.489, 0.546, 0.464, 0.456, 0.467, 0.465], "total_charge": 2, "energy_ev": -105862.340, "relative_energy_kj_mol": 194.9, "e_lumo_ev": -4.732, "multiplicity": 1}